Here is a cluster of 10 separate species, C40H80O20S10 in total in a non-equilibrium geometry from OMol25. Energies are from wB97M-V/def2-TZVPD.

## Properties
Energy ... -192065.9535 eV
Lowest unoccupied orbital energy ... 0.253 eV
HOMO-LUMO gap ... 10.23 eV
Strongest force on any atom ... 5.13 eV/Å
SMILES ... O=S1(=O)CCCC1.O=S1(=O)CCCC1.O=S1(=O)CCCC1.O=S1(=O)CCCC1.O=S1(=O)CCCC1.O=S1(=O)CCCC1.O=S1(=O)CCCC1.O=S1(=O)CCCC1.O=S1(=O)CCCC1.O=S1(=O)CCCC1
Energy above the lowest of the compared OMol25 structures with the same formula, charge and spin ... 980.0 kJ/mol
HOMO ... -9.975 eV

Cartesian coordinates (Å):
O (15.74980, -12.03504, 3.67193)
S (15.29404, -13.43786, 3.44800)
O (15.31129, -14.55521, 4.39811)
C (13.56392, -13.11650, 2.84767)
C (13.35519, -13.89965, 1.50294)
C (14.66803, -13.76161, 0.74450)
C (15.79596, -14.06871, 1.72504)
H (13.58546, -12.05691, 2.59292)
H (12.88249, -13.27645, 3.68323)
H (12.83667, -14.84767, 1.64611)
H (12.63377, -13.38509, 0.86822)
H (14.71104, -12.75669, 0.32452)
H (14.64414, -14.50244, -0.05468)
H (16.77362, -13.78258, 1.33722)
H (15.70270, -15.15374, 1.77088)
O (19.04505, -9.85085, -11.16011)
S (20.04297, -10.94809, -11.11267)
O (20.00500, -12.13607, -11.92347)
C (21.81694, -10.34293, -11.44630)
C (22.69138, -10.72299, -10.24299)
C (21.69357, -10.60871, -9.02659)
C (20.46175, -11.44847, -9.31002)
H (21.85757, -9.27390, -11.65516)
H (22.05174, -10.62252, -12.47334)
H (22.91499, -11.78342, -10.35949)
H (23.58277, -10.10035, -10.16653)
H (21.40165, -9.58944, -8.77368)
H (22.03489, -11.01548, -8.07468)
H (19.58967, -11.31091, -8.67076)
H (20.64528, -12.52285, -9.29884)
O (9.09992, 1.22263, 1.90095)
S (10.48149, 1.46748, 2.31704)
O (11.45036, 0.40042, 1.94283)
C (11.02407, 3.22114, 1.85967)
C (11.73202, 3.89532, 3.09545)
C (10.95780, 3.45738, 4.31259)
C (10.65456, 2.04376, 4.11083)
H (10.07869, 3.76243, 1.82271)
H (11.53311, 3.14587, 0.89878)
H (12.76997, 3.56508, 3.13684)
H (11.76193, 4.96174, 2.87196)
H (10.05218, 4.02318, 4.53130)
H (11.55064, 3.37215, 5.22328)
H (9.87072, 1.46917, 4.60431)
H (11.46550, 1.38851, 4.42882)
O (4.53737, -8.20176, -14.37195)
S (5.95275, -8.16541, -14.09269)
O (6.84832, -7.34123, -14.83001)
C (6.35729, -7.96717, -12.28455)
C (7.43764, -9.10475, -12.03904)
C (6.93232, -10.36641, -12.67899)
C (6.60349, -9.87119, -14.10977)
H (5.45183, -8.24244, -11.74376)
H (6.79995, -6.97708, -12.17552)
H (8.30977, -8.69454, -12.54819)
H (7.70897, -9.23627, -10.99158)
H (5.95109, -10.72377, -12.36659)
H (7.66767, -11.14801, -12.86998)
H (5.74763, -10.46741, -14.42621)
H (7.42739, -10.03240, -14.80497)
O (19.09326, -1.37432, -0.89718)
S (17.71900, -1.50310, -0.47190)
O (16.64009, -1.73112, -1.53587)
C (17.55957, -2.86497, 0.80355)
C (17.44269, -2.22223, 2.23836)
C (17.62092, -0.67176, 2.25192)
C (17.29921, -0.19513, 0.85825)
H (18.38255, -3.54127, 0.57240)
H (16.61435, -3.39683, 0.69510)
H (16.54245, -2.50419, 2.78440)
H (18.26659, -2.47906, 2.90418)
H (18.67165, -0.39280, 2.33109)
H (17.03489, -0.11982, 2.98679)
H (17.72274, 0.75552, 0.53422)
H (16.21247, -0.27917, 0.85201)
O (15.12495, -7.19647, -3.96422)
S (13.90583, -7.74680, -4.60250)
O (13.89178, -9.17202, -5.08463)
C (12.23179, -7.35544, -3.80236)
C (11.71499, -6.03809, -4.41207)
C (12.06288, -6.05405, -5.89435)
C (13.41915, -6.67330, -5.97114)
H (12.00773, -7.61238, -2.76704)
H (11.64204, -8.17164, -4.21966)
H (10.62571, -6.03289, -4.37254)
H (12.08526, -5.16174, -3.88008)
H (12.03117, -5.05070, -6.31907)
H (11.24135, -6.61262, -6.34288)
H (14.03288, -5.79640, -5.76497)
H (13.83169, -6.93329, -6.94599)
O (4.92777, -1.34583, -8.18985)
S (4.87314, -1.22557, -6.74045)
O (5.30521, -2.37924, -5.95079)
C (5.88083, 0.26262, -6.05444)
C (4.89519, 0.64161, -4.88007)
C (3.43947, 0.64096, -5.33012)
C (3.21416, -0.57187, -6.27843)
H (5.89674, 0.97365, -6.88045)
H (6.91725, -0.04445, -5.91433)
H (5.15751, -0.11141, -4.13693)
H (5.09550, 1.55622, -4.32198)
H (3.13833, 1.56755, -5.81884)
H (2.86940, 0.33468, -4.45301)
H (2.73877, -0.34265, -7.23214)
H (2.48140, -1.31790, -5.97088)
O (7.31044, -14.92339, -7.67572)
S (7.83951, -15.76921, -6.64618)
O (6.95674, -16.54384, -5.70140)
C (9.02980, -16.88826, -7.59761)
C (10.35219, -16.83964, -6.80278)
C (10.53969, -15.38143, -6.31070)
C (9.14364, -14.84982, -5.73950)
H (9.26306, -16.36000, -8.52208)
H (8.57421, -17.81323, -7.95112)
H (10.28912, -17.62565, -6.05025)
H (11.29268, -17.09558, -7.29070)
H (10.64822, -14.77622, -7.21072)
H (11.21195, -15.29288, -5.45728)
H (8.80181, -13.85067, -6.00958)
H (9.01757, -15.02030, -4.67032)
O (16.37616, 2.98677, -7.26909)
S (15.29128, 3.96792, -7.05432)
O (15.21387, 4.74875, -5.80647)
C (15.04631, 5.10015, -8.45359)
C (13.52116, 4.90345, -8.75769)
C (13.15182, 3.44542, -8.49614)
C (13.62108, 2.96176, -7.17832)
H (15.52745, 4.52777, -9.24667)
H (15.51767, 6.06793, -8.28236)
H (12.94349, 5.67194, -8.24407)
H (13.38586, 5.01451, -9.83355)
H (13.62936, 2.87428, -9.29229)
H (12.07011, 3.31484, -8.46533)
H (13.83793, 1.90779, -7.00450)
H (12.89348, 3.23344, -6.41354)
O (7.45960, -7.50781, 3.39442)
S (7.08953, -6.07645, 3.42406)
O (8.02948, -5.01245, 3.81551)
C (6.55023, -5.66488, 1.77285)
C (5.04869, -5.68730, 1.67228)
C (4.33946, -5.22719, 2.96776)
C (5.31255, -5.65905, 4.10248)
H (7.16041, -5.92506, 0.90793)
H (6.55527, -4.57913, 1.67679)
H (4.63370, -5.18438, 0.79880)
H (4.92260, -6.69370, 1.27307)
H (3.35061, -5.67415, 3.07027)
H (4.28278, -4.13977, 2.91883)
H (4.91326, -6.60310, 4.47321)
H (5.51616, -4.95765, 4.91160)

Results of the Mulliken charge analysis, in e, for atoms 1 through 6:
1 O -0.62
2 S 0.99
3 O -0.60
4 C -0.70
5 C -0.60
6 C -0.56